1.
{"formula": "C9H11NO2S", "method": "ωB97M-V with the def2-TZVPD basis set", "species": ["C", "C", "C", "C", "C", "C", "C", "C", "C", "N", "O", "O", "S", "H", "H", "H", "H", "H", "H", "H", "H", "H", "H", "H"], "positions_angstrom": [[-1.906, 1.444, -0.199], [-2.223, 0.417, -0.981], [-1.708, -0.435, 1.067], [2.226, -1.162, -0.195], [2.692, 1.561, -0.588], [-1.030, 0.947, 0.887], [-1.607, -0.837, -0.433], [0.924, -0.930, 0.459], [0.256, 0.341, 0.224], [-0.093, -0.670, -0.604], [3.806, 0.227, 1.485], [4.536, -0.285, -0.784], [3.472, 0.132, 0.080], [-2.218, 2.478, -0.501], [-2.637, 0.651, -1.985], [-1.443, -1.266, 1.719], [-2.746, -0.297, 1.396], [2.611, -2.085, 0.124], [2.280, -0.998, -1.235], [1.996, 1.208, -1.306], [2.196, 2.386, 0.006], [-0.897, 1.532, 1.806], [-1.921, -1.735, -0.706], [0.713, -1.450, 1.285]], "mulliken_charge": [-0.500, -0.356, -1.051, -1.636, -0.667, 0.109, -0.333, 0.556, -0.396, -0.337, -0.668, -0.643, 1.174, 0.345, 0.321, 0.321, 0.365, 0.469, 0.476, 0.378, 0.335, 0.462, 0.648, 0.628], "homo_ev": [-9.61, -7.99], "energy_ev": -25923.5905}

---

2.
{"formula": "C4H5NO2", "method": "ωB97M-V with the def2-TZVPD basis set", "species": ["O", "C", "C", "O", "N", "C", "C", "H", "H", "H", "H", "H"], "positions_angstrom": [[1.940, 1.375, -0.166], [2.075, 0.216, 0.437], [0.981, -0.686, -0.053], [1.248, -1.569, -0.844], [-0.244, -0.530, 0.590], [-1.463, -0.884, -0.095], [-1.151, 0.542, 0.212], [2.675, 1.943, 0.119], [-2.194, -1.417, 0.505], [-1.362, -1.222, -1.124], [-0.856, 1.184, -0.617], [-1.648, 1.047, 1.036]], "mulliken_charge": [-0.300, -0.582, 0.959, -0.537, -0.230, -0.362, -0.331, 0.440, 0.235, 0.237, 0.245, 0.225], "homo_ev": -9.05, "energy_ev": -9810.2465}

---

3.
{"formula": "C4H11BrN3", "method": "ωB97M-V with the def2-TZVPD basis set", "species": ["C", "C", "C", "C", "N", "N", "N", "Br", "H", "H", "H", "H", "H", "H", "H", "H", "H", "H", "H"], "positions_angstrom": [[-0.448, 0.198, 0.677], [-1.820, 1.727, -0.860], [0.198, -1.965, -0.204], [2.755, -1.159, -0.235], [-0.270, 1.052, 1.694], [-1.160, 0.482, -0.433], [-0.065, -1.106, 0.849], [2.511, 0.641, 0.064], [-1.693, 2.484, -0.223], [-1.480, 2.083, -1.849], [-2.968, 1.565, -0.895], [-0.124, -1.757, -1.159], [0.493, -2.915, 0.019], [3.077, -1.645, -1.178], [3.007, -1.547, 0.724], [-0.270, 2.093, 1.615], [-0.251, 0.603, 2.535], [-1.486, -0.297, -0.945], [0.214, -1.538, 1.708]], "mulliken_charge": [0.621, -0.936, -0.899, -0.644, -0.335, -0.129, -0.112, -0.013, 0.355, 0.314, 0.309, 0.381, 0.420, 0.392, 0.374, 0.236, 0.191, 0.228, 0.246], "homo_ev": [-11.59, -11.71], "energy_ev": -78829.1630, "charge": 1}

---

4.
{"formula": "C2H7FS", "method": "ωB97M-V with the def2-TZVPD basis set", "species": ["C", "C", "F", "H", "H", "H", "H", "H", "S", "H", "H"], "positions_angstrom": [[1.951, -0.915, 0.007], [0.733, -0.018, -0.005], [1.134, 1.310, 0.029], [2.585, -0.714, -0.862], [1.650, -1.968, -0.021], [2.542, -0.746, 0.912], [0.139, -0.166, -0.912], [0.098, -0.201, 0.865], [-1.798, -0.217, -0.038], [-2.879, 0.002, 0.722], [-1.673, 1.076, -0.371]], "mulliken_charge": [-1.092, 0.187, -0.323, 0.311, 0.306, 0.315, 0.165, 0.213, -0.440, 0.163, 0.195], "homo_ev": -9.29, "energy_ev": -15738.9240, "smiles": "CCF.S"}

---

5.
{"formula": "H9NO3", "method": "ωB97M-V with the def2-TZVPD basis set", "species": ["N", "H", "H", "H", "O", "H", "H", "O", "H", "H", "O", "H", "H"], "positions_angstrom": [[-3.183, -1.105, -1.762], [-3.165, -2.072, -2.084], [-2.214, -0.822, -1.824], [-3.781, -0.590, -2.381], [5.501, 0.732, -3.527], [5.647, 0.930, -2.621], [6.322, 0.887, -3.989], [-4.224, -0.465, 0.986], [-5.066, -0.171, 0.659], [-3.772, -0.770, 0.149], [1.716, 0.766, 4.459], [1.694, 1.712, 4.565], [2.547, 0.490, 4.827]], "mulliken_charge": [-0.768, 0.238, 0.247, 0.242, -0.633, 0.314, 0.319, -0.699, 0.293, 0.447, -0.633, 0.317, 0.316], "homo_ev": -10.52, "energy_ev": -7778.5855, "smiles": "N.O.O.O"}

---

6.
{"formula": "C4H34HgO14", "method": "ωB97M-V with the def2-TZVPD basis set", "species": ["Hg", "C", "C", "O", "H", "H", "H", "H", "H", "C", "C", "O", "H", "H", "H", "H", "H", "O", "H", "H", "O", "H", "H", "O", "H", "H", "O", "H", "H", "O", "H", "H", "O", "H", "H", "O", "H", "H", "O", "H", "H", "O", "H", "H", "O", "H", "H", "O", "H", "H", "O", "H", "H"], "positions_angstrom": [[2.180, -1.457, -0.395], [-2.021, -1.196, -3.504], [-1.945, -2.682, -3.781], [-0.624, -3.059, -3.537], [-1.522, -0.504, -4.204], [-1.597, -0.939, -2.486], [-3.067, -0.979, -3.326], [-2.186, -2.794, -4.827], [-2.627, -3.276, -3.159], [-0.802, 1.967, 0.603], [-0.413, 0.462, 0.468], [0.914, 0.414, 0.117], [-0.913, 2.480, -0.362], [-0.114, 2.489, 1.294], [-1.790, 1.903, 1.075], [-0.769, -0.069, -0.394], [-0.465, -0.178, 1.322], [-0.181, 1.535, -2.555], [-0.996, 1.253, -2.958], [-0.105, 1.284, -1.629], [-2.529, -2.144, -0.418], [-2.624, -1.455, -1.086], [-2.972, -2.930, -0.771], [3.503, -0.151, 1.298], [2.992, 0.162, 2.035], [4.179, 0.541, 1.233], [-0.862, -0.423, 3.985], [-1.298, -1.027, 3.386], [-0.040, -0.158, 3.574], [1.080, 4.655, 0.308], [0.155, 4.467, 0.378], [1.204, 4.788, -0.655], [0.989, -2.191, 1.536], [1.371, -2.333, 2.368], [0.026, -2.272, 1.663], [0.178, -2.484, -1.141], [-0.664, -2.326, -0.716], [-0.140, -2.498, -2.076], [1.285, 3.225, 3.833], [2.244, 3.283, 3.669], [1.327, 2.962, 4.767], [-1.546, -2.494, 2.107], [-2.028, -3.314, 2.236], [-1.924, -2.178, 1.318], [1.476, 0.584, 2.857], [1.496, 1.498, 3.141], [1.001, 0.550, 2.017], [2.642, 2.451, -0.054], [2.364, 3.349, -0.061], [1.918, 1.821, 0.050], [1.709, -0.303, -2.621], [1.029, 0.343, -2.426], [1.502, -0.652, -3.496]], "mulliken_charge": [0.773, -0.425, -0.368, -0.898, 0.374, -0.577, 0.432, 0.353, 0.086, -1.019, -0.271, 1.027, 0.332, 0.007, 0.390, 0.041, 0.259, -0.751, 0.331, 0.201, -0.694, 0.200, 0.326, -0.537, 0.261, 0.269, -0.691, 0.373, 0.405, -0.673, 0.317, 0.342, -0.441, 0.269, 0.167, -0.492, 0.155, 0.466, -0.700, 0.341, 0.312, -0.695, 0.314, 0.373, -1.003, 0.404, 0.521, -0.746, 0.308, 0.178, -0.628, 0.423, 0.279], "homo_ev": -6.84, "energy_ev": -37535.1949}

---

7.
{"formula": "C3H3BeO3", "method": "ωB97M-V with the def2-TZVPD basis set", "species": ["O", "O", "C", "Be", "O", "C", "H", "C", "H", "H"], "positions_angstrom": [[1.478, -1.013, -0.117], [3.446, -2.151, 0.364], [2.517, -1.566, 0.090], [-1.689, 1.106, 0.604], [-0.821, 0.259, 0.066], [-0.517, -0.074, -1.045], [-0.637, 0.587, -1.995], [0.815, -0.564, -1.480], [1.460, 0.242, -1.855], [0.718, -1.481, -2.077]], "mulliken_spin": [0.015, 0.000, 0.006, 0.189, 0.024, 0.689, 0.026, 0.002, 0.036, 0.014], "homo_ev": [-17.23, -21.40], "energy_ev": -9679.1897, "multiplicity": 2, "s2": 0.757, "charge": 2}

---

8.
{"formula": "C4H6O2", "method": "ωB97M-V with the def2-TZVPD basis set", "species": ["C", "O", "C", "C", "C", "O", "H", "H", "H", "H", "H", "H"], "positions_angstrom": [[-1.015, 0.981, 0.447], [-1.879, 0.056, -0.221], [-0.796, -0.780, -0.623], [0.238, 0.067, 0.097], [1.729, -0.132, -0.041], [1.058, -0.175, 1.206], [-1.231, 2.026, 0.177], [-1.194, 0.886, 1.530], [-0.857, -1.832, -0.339], [-0.671, -0.669, -1.714], [2.240, -1.104, -0.153], [2.378, 0.676, -0.366]], "mulliken_charge": [-0.340, -0.404, -0.420, 0.487, -0.292, -0.441, 0.238, 0.196, 0.302, 0.219, 0.241, 0.215], "homo_ev": -9.85, "energy_ev": -8336.5317, "smiles": "C1OCC12CO2"}